Formula: C28H6Cl92FINO
Source: the OMol25 dataset
Level of theory: ωB97M-V/def2-TZVPD

Calculated values
**Total charge**: -1
**Orbital gap**: 4.253 eV

XYZ file:
```
130
C28H6Cl92FINO ωB97M-V/def2-TZVPD
I -0.31055 2.96416 -2.44104
Cl -6.55947 3.21133 0.01058
Cl -4.35335 -14.66981 -0.25751
Cl 5.30487 3.72607 -0.03807
Cl 17.60656 10.59683 0.48384
Cl -7.58249 0.83741 -6.14833
Cl -4.74450 -3.33953 -1.59055
Cl -2.38278 -15.01861 6.89475
Cl 3.80721 5.83787 1.28122
Cl -11.71879 -0.64723 -1.07234
Cl 1.66851 -10.49993 7.36179
Cl -12.24687 -1.18479 -3.86683
Cl -4.68155 -7.83529 3.69828
Cl -3.70837 -14.28194 -3.05276
Cl -6.70206 -1.46635 -2.56674
Cl -6.22651 -9.23390 -2.23104
Cl -9.02786 10.61084 -3.43416
Cl 2.67745 4.55774 -1.06769
Cl 10.31990 12.18050 -1.88179
Cl -11.71216 5.18958 -3.50405
Cl 10.20004 6.09952 5.79243
Cl 5.79477 -2.87527 2.06278
Cl -2.39982 -13.41717 4.48738
Cl 7.02047 8.99214 -1.64563
Cl 3.28525 10.20857 -3.17942
Cl 12.47951 13.83452 -2.86750
Cl 0.60845 -2.08275 3.73008
Cl 8.45182 8.37240 0.79048
Cl -2.10529 -2.95674 3.27824
Cl -7.44301 1.55152 -2.20155
Cl -7.03481 -10.02637 3.07717
Cl 1.30596 8.10764 -3.38497
Cl -0.61989 11.09012 0.41797
Cl -2.87657 -16.26493 4.33086
Cl -1.91953 12.94744 2.22414
Cl -7.65632 -10.43749 5.87143
Cl 5.86415 -7.83997 -0.95488
Cl 0.75880 -11.63944 4.86165
Cl -9.95466 9.12278 -1.13165
Cl -4.36195 -11.42936 -1.92707
Cl -1.97385 -6.81495 3.83236
Cl 6.36157 -10.41258 0.27199
Cl -6.12454 4.08771 -2.71724
Cl -0.23571 -15.27215 4.97263
Cl -9.38543 6.90096 -3.49537
Cl -5.20331 -9.92226 0.38605
Cl 8.31598 7.99341 4.68026
Cl 4.95390 6.28587 -1.34121
Cl -5.46870 -0.99924 -6.88528
Cl -5.41655 -16.47499 -2.25133
Cl -4.61618 1.85190 -1.65756
Cl 7.23759 2.79985 -2.07587
Cl -5.03503 0.94018 -4.78865
Cl 8.93903 5.56069 3.24560
Cl 0.90217 -8.77175 5.17386
Cl -7.26822 -4.30593 -2.64744
Cl -8.61249 11.66323 -0.77217
Cl -11.27808 11.57956 -1.89547
Cl -9.55323 -0.59999 -2.98803
Cl -8.73810 -12.22591 3.87085
Cl 16.94942 9.12426 -1.91868
Cl 3.04781 -3.09823 1.22057
Cl 12.82374 12.29315 -0.44133
Cl 3.33403 -10.32729 5.00112
Cl 14.85299 10.39987 -0.38434
Cl -5.23695 1.80942 -7.54195
Cl -9.22334 4.25889 -2.36209
Cl 0.67665 10.55058 -1.96848
Cl -5.90900 -12.27939 4.48381
Cl -2.59665 -16.52814 -1.60773
Cl 8.43318 6.47521 -1.38793
Cl 0.07692 11.10602 3.22453
Cl 2.55800 8.66506 -0.84445
Cl 7.18511 2.70734 0.83460
Cl 12.67657 10.95281 -3.01049
Cl 0.02340 -3.90893 1.56416
Cl 9.91373 8.94903 -1.63774
Cl -2.65073 -8.87521 1.91396
Cl 3.95517 -8.94198 0.91798
Cl -2.50761 10.11802 2.38355
Cl -2.55223 -9.50230 4.73256
Cl 6.52130 -7.99657 1.85657
Cl 16.21107 8.06900 0.67285
Cl 10.92106 7.66134 3.46611
Cl 4.95910 -1.65120 -0.42346
Cl -0.12796 -4.81825 4.30544
Cl -10.76628 6.28523 -0.99262
Cl 7.35652 0.24844 -0.67673
Cl -11.55057 1.49172 -3.01296
Cl -3.46068 -8.70159 -1.57258
Cl 9.61612 2.03992 -0.62356
Cl -5.28756 -3.17086 -4.42375
Cl 5.10658 -4.54020 -0.20320
F -2.46021 3.05716 -0.16448
O -2.77623 0.40038 -2.07119
N -1.77035 0.74873 0.08792
C 4.72140 -3.04079 0.66067
C 1.95627 9.38100 -2.34441
C -4.81367 -9.82001 -1.33736
C 1.10633 0.38641 -1.03147
C -0.40547 -3.43817 3.21950
C -1.24355 11.31487 2.06209
C -2.96642 -8.25553 3.54246
C 12.07475 12.31525 -2.05186
C -11.26684 -0.23444 -2.73508
C -1.97365 -14.99347 5.17168
C -7.33630 -11.24209 4.32647
C -6.18221 2.67771 -1.63980
C 16.40420 9.54703 -0.28608
C 1.01906 1.53608 0.03528
C -0.11186 2.58071 -0.24012
C -2.49961 0.63043 -0.91159
C 5.67484 -8.79813 0.52322
C -5.82908 0.64856 -6.33954
C 7.84475 1.95425 -0.64256
C 9.59364 6.82809 4.29536
C 8.45449 8.19653 -0.97062
C 1.66634 -10.30827 5.59996
C 4.17612 5.09233 -0.28622
C -4.01912 -15.48827 -1.79114
C -6.00117 -3.07470 -2.80682
C -9.71797 10.74188 -1.80684
C -1.45414 2.20635 0.41295
C -10.26787 5.66474 -2.58916
H 1.97706 2.11074 0.01150
H 0.18559 3.56448 0.18412
H 0.07540 0.12177 -1.35598
H 1.64519 0.69993 -1.94929
H 1.60610 -0.46119 -0.52486
H 0.95992 1.12877 1.07208
```

Mulliken atomic charge list, values in e, 2 entries: number 1, I, carries -0.226; number 2, Cl, carries -0.115



Formula: C23H13N6O7S2W
Source: the OMol25 dataset
Level of theory: ωB97M-V/def2-TZVPD

Calculated values
**Relative energy (zero: lowest compared OMol25 entry of this formula, charge and spin)**: 112.1 kJ/mol
**Total charge**: +1
**Orbital gap**: 5.314 eV

XYZ file:
```
52
C23H13N6O7S2W ωB97M-V/def2-TZVPD
W -0.15870 -0.07250 0.23700
S 2.21220 0.69140 0.25280
S 0.33640 0.67270 -2.01870
O -3.15430 -4.58490 -0.24380
O -7.55360 -2.32020 0.07970
O -3.25640 2.47440 -0.00340
O -7.61380 -0.16950 0.10890
O -1.53320 1.13290 0.50190
O -1.52610 -1.06760 -0.54890
O -1.55740 -3.31770 0.47270
N -2.68160 -3.51930 0.02380
N -7.04870 -1.22950 0.07900
N 4.86850 2.96120 -0.98460
N 2.33910 2.65060 -4.54520
N -0.00590 -0.19490 2.31160
N 0.77010 -1.88930 0.42570
C 2.51750 2.37440 -3.44920
C 1.50930 3.82640 1.73590
C -0.33030 0.86780 3.27590
C 1.51630 -3.54780 1.82440
C -3.55260 0.09240 -0.05590
C 0.95770 -2.25150 1.76970
C 0.64700 2.75380 1.89040
C 0.60810 2.04720 3.09240
C -3.49230 -2.33020 -0.11490
C 2.76380 2.02190 -2.10000
C -5.58190 -1.18860 0.02840
C -2.80360 1.37800 0.11550
C -4.93520 0.03930 0.05730
C -4.87190 -2.38120 -0.00770
C 1.65020 -3.97710 0.51660
C 1.44210 2.44090 4.13080
C 0.55900 -1.32140 2.72890
C 3.94320 2.52330 -1.49610
C 2.32590 4.22240 2.78150
C -2.81330 -1.09830 -0.23900
C 1.90250 1.24970 -1.39550
C 1.18650 -2.94390 -0.30280
C 2.28650 3.52890 3.97860
H -5.50080 0.95470 0.17070
H -0.04360 2.52260 1.07100
H 1.78700 -4.07320 2.72020
H 2.98590 5.06580 2.65980
H -1.36810 1.19300 3.09540
H 1.52440 4.36490 0.80260
H -0.24900 0.49330 4.30210
H 1.41470 1.90920 5.07090
H 1.16850 -2.91140 -1.38290
H -5.39110 -3.32990 0.05850
H 0.70800 -1.52120 3.78800
H 2.91780 3.83170 4.79830
H 2.03550 -4.92130 0.18410
```

Mulliken atomic charge list, values in e, 2 entries: number 1, W, carries 0.635; number 2, S, carries -0.227



| no. | LUMO energy (eV) | energy (eV) | HOMO (eV) |
| --- | --- | --- | --- |
| 1 | 0.91 | -1195541.6547 | -3.34 |
| 2 | -6.68 | -70817.9345 | -11.99 |